Here is a molecular structure, C21H17F2N3O6RuSe in a non-equilibrium geometry from the Open Molecules 2025 dataset. Energies are from wB97M-V/def2-TZVPD.

The geometry in XYZ format:
```
51
Properties=species:S:1:pos:R:3
Ru -0.473 0.645 0.098
C 1.346 5.276 -1.331
O 1.583 3.835 -1.577
C 0.852 3.000 -0.867
O 0.810 1.797 -1.238
N 0.335 3.436 0.358
N -0.429 2.605 0.972
H 0.293 5.343 -1.078
H 1.447 5.763 -2.378
H 2.025 5.605 -0.592
H -1.899 3.948 -2.780
H -1.472 5.482 -2.765
H -1.169 3.020 1.559
F -1.962 -3.041 -3.505
C -0.962 -2.465 -2.795
C -1.273 -1.342 -2.019
C -0.245 -0.848 -1.215
C 1.002 -1.475 -1.125
C 1.279 -2.460 -2.111
F 2.568 -2.915 -2.411
C 0.273 -3.091 -2.855
C 1.955 -0.905 -0.196
C 3.282 -1.164 -0.156
C 4.055 -0.775 0.929
C 3.437 0.041 1.823
C 2.065 0.362 1.788
N 1.327 -0.062 0.697
H -2.207 -0.870 -2.158
H 0.517 -3.957 -3.509
H 3.699 -1.674 -1.038
H 5.127 -0.956 0.925
H 4.025 0.448 2.668
H 1.539 1.017 2.556
C -2.223 0.630 2.022
C -1.449 -0.286 1.479
C -1.438 -1.716 1.986
C -1.963 -2.722 1.166
C -1.804 -4.077 1.522
C -1.328 -4.411 2.755
C -1.073 -3.380 3.718
C -1.095 -2.051 3.285
H -2.310 -2.446 0.162
H -2.018 -4.721 0.672
H -1.021 -5.365 3.144
H -0.604 -3.561 4.714
H -0.756 -1.272 4.037
O -3.608 2.817 -2.490
Se -3.707 1.564 -1.477
O -2.950 1.300 2.641
O -2.158 1.545 -0.826
O -1.244 4.527 -3.185
```

Spin multiplicity = 5
LUMO energy (alpha / beta) = -0.72 / -2.48 eV
Energy relative to the best compared isomer or geometry (same formula, charge and spin) = 0.0 kcal/mol
Molar mass = 625.4 g mol⁻¹
Expectation value of S² = 6.029
Total charge = 0
E_HOMO (alpha / beta) = -7.29 / -8.97 eV


Here is a gas-phase ion, C21H17FN (charge +1) in a non-equilibrium geometry from the Open Molecules 2025 dataset. Energies are from wB97M-V/def2-TZVPD.

The geometry in XYZ format:
```
40
Properties=species:S:1:pos:R:3
F -1.302 -0.750 -6.069
C -1.170 -0.635 -4.677
C 0.136 -0.669 -4.171
C 0.314 -0.184 -2.877
C -0.771 0.329 -2.076
C -0.531 1.047 -0.762
C 0.164 0.235 0.506
N 0.223 -0.427 1.483
C 0.570 -1.270 2.624
C 1.858 -2.041 2.407
C 3.091 -1.561 2.917
C 4.235 -2.375 2.975
C 4.200 -3.697 2.522
C 3.006 -4.183 1.976
C 1.857 -3.374 1.913
C -1.477 2.174 -0.301
C -1.056 2.852 0.854
C -1.792 3.961 1.346
C -2.957 4.379 0.692
C -3.444 3.686 -0.428
C -2.643 2.654 -0.998
C -2.074 0.040 -2.542
C -2.292 -0.356 -3.876
H 1.017 -0.869 -4.822
H 1.317 -0.168 -2.408
H 0.573 1.473 -0.950
H -0.301 -1.896 2.817
H 0.577 -0.638 3.520
H 3.130 -0.625 3.483
H 5.154 -2.025 3.509
H 5.056 -4.373 2.691
H 2.950 -5.269 1.716
H 0.914 -3.882 1.678
H -0.190 2.519 1.344
H -1.378 4.551 2.180
H -3.462 5.307 0.958
H -4.387 4.012 -0.934
H -2.944 2.270 -1.980
H -2.882 0.099 -1.845
H -3.289 -0.323 -4.392
```

LUMO energy = -3.94 eV
Energy relative to the best compared isomer or geometry (same formula, charge and spin) = 75.2 kcal/mol
SMILES = Fc1ccc([C@H](C#[N+]Cc2ccccc2)c2ccccc2)cc1
Molar mass = 302.4 g mol⁻¹
Total charge = +1
E_HOMO = -12.33 eV


Here is a molecular structure, C21H18BBr4F4NO3SiW from the Open Molecules 2025 dataset. Energies are from wB97M-V/def2-TZVPD.

The geometry in XYZ format:
```
54
Properties=species:S:1:pos:R:3
W -0.364 0.498 0.444
Br 4.613 5.164 -0.781
C 3.661 3.548 -0.617
C 4.328 2.320 -0.697
Br 6.189 2.262 -0.969
C 3.626 1.117 -0.578
Br 4.426 -0.574 -0.684
C 2.260 1.166 -0.363
O 1.446 0.109 -0.277
C 1.603 2.395 -0.265
O 0.278 2.267 -0.096
C 2.281 3.588 -0.408
Br 1.289 5.174 -0.296
C -2.370 2.503 0.909
Si -3.377 1.138 0.126
C -4.323 1.834 -1.322
C -4.487 0.287 1.355
N -2.082 0.020 -0.348
C -2.319 -1.304 -0.767
C -3.445 -1.723 -1.465
C -3.604 -3.062 -1.793
C -2.643 -3.991 -1.427
C -1.504 -3.593 -0.736
C -1.365 -2.257 -0.430
O -0.290 -1.709 0.274
C 0.814 -2.529 0.606
C 1.637 -2.985 -0.402
C 2.716 -3.780 -0.049
C 2.957 -4.079 1.286
C 2.119 -3.588 2.276
C 1.022 -2.805 1.940
H -2.998 3.169 1.507
H -1.931 3.117 0.121
H -1.548 2.252 1.600
H -4.886 2.715 -1.003
H -5.038 1.124 -1.741
H -3.640 2.143 -2.116
H -5.235 0.982 1.742
H -3.900 -0.085 2.198
H -5.018 -0.559 0.912
H -4.193 -0.996 -1.757
H -4.483 -3.379 -2.338
H -2.771 -5.035 -1.676
H -0.751 -4.310 -0.441
H 1.448 -2.707 -1.430
H 3.380 -4.149 -0.820
H 3.808 -4.690 1.557
H 2.314 -3.811 3.316
H 0.353 -2.412 2.692
F 1.309 0.437 2.566
B 0.222 0.404 3.430
F -0.246 1.613 3.801
F 0.272 -0.559 4.369
F -0.889 -0.125 2.344
```

LUMO energy (alpha / beta) = -0.45 / -0.44 eV
Energy relative to the best compared isomer or geometry (same formula, charge and spin) = 0.0 kcal/mol
Molar mass = 950.7 g mol⁻¹
Total charge = 0
E_HOMO (alpha / beta) = -7.95 / -7.92 eV


Here is a molecular structure, C21H18BN9STi from the Open Molecules 2025 dataset. Energies are from wB97M-V/def2-TZVPD.

The geometry in XYZ format:
```
51
Properties=species:S:1:pos:R:3
Ti -0.757 0.806 0.577
C -1.794 -2.588 3.064
C -1.977 -1.246 2.772
N -1.205 -0.894 1.739
N -0.510 -2.000 1.347
C -0.861 -3.023 2.141
B 0.464 -1.843 0.153
N -0.421 -1.331 -1.082
C -0.506 -1.854 -2.308
C -1.471 -1.166 -3.038
C -1.953 -0.202 -2.178
N -1.333 -0.306 -0.990
N 1.510 -0.706 0.576
C 2.845 -0.770 0.567
C 3.368 0.398 1.113
C 2.269 1.163 1.445
N 1.145 0.495 1.135
N 1.235 -3.042 -0.291
C 1.333 -4.352 0.087
C 2.238 -4.965 -0.729
C 2.670 -3.950 -1.604
N 2.077 -2.804 -1.345
H -2.266 -3.169 3.834
H -2.619 -0.524 3.247
H -0.445 -4.004 2.027
H 0.124 -2.677 -2.594
H -1.774 -1.360 -4.051
H -2.715 0.547 -2.327
H 3.346 -1.635 0.171
H 4.406 0.639 1.251
H 2.210 2.139 1.899
H 0.773 -4.782 0.894
H 2.545 -5.994 -0.699
H 3.387 -4.010 -2.407
S -2.579 4.742 1.216
C -3.277 3.733 2.410
C -2.813 2.456 2.351
C -1.858 2.267 1.309
C -1.640 3.456 0.607
C -0.712 3.558 -0.514
C -0.435 4.688 -1.262
C 0.486 4.585 -2.297
C 1.105 3.371 -2.560
C 0.782 2.282 -1.773
N -0.105 2.379 -0.777
H -3.999 4.145 3.096
H -3.148 1.687 3.031
H -0.921 5.630 -1.050
H 0.719 5.455 -2.896
H 1.824 3.268 -3.359
H 1.232 1.308 -1.931
```

LUMO energy = -7.74 eV
Energy relative to the best compared isomer or geometry (same formula, charge and spin) = 2.7 kcal/mol
Molar mass = 487.2 g mol⁻¹
Total charge = +2
E_HOMO = -14.65 eV


Here is a single C21H18Cl2FN3O2S molecule in a non-equilibrium geometry from the Open Molecules 2025 dataset. Energies are from wB97M-V/def2-TZVPD.

The geometry in XYZ format:
```
48
Properties=species:S:1:pos:R:3
C 1.976 3.750 1.659
C 0.982 2.592 1.708
C 1.694 1.263 1.954
N 0.208 2.536 0.472
C 0.737 2.298 -0.739
O 1.917 2.198 -0.985
C -0.280 2.231 -1.882
S -1.878 1.496 -1.447
C -1.311 -0.033 -0.873
N -0.063 -0.352 -0.788
C -0.013 -1.598 -0.194
C 1.067 -2.359 0.101
C 2.455 -2.083 -0.145
C 3.416 -3.017 0.263
C 4.758 -2.792 0.046
C 5.174 -1.627 -0.585
Cl 6.848 -1.353 -0.852
C 4.229 -0.687 -1.000
Cl 4.733 0.760 -1.781
C 2.884 -0.913 -0.784
C -1.395 -2.031 0.117
O -1.807 -3.030 0.655
N -2.180 -0.978 -0.366
C -3.585 -0.946 -0.364
C -4.286 -1.149 0.819
C -5.669 -1.148 0.817
C -6.368 -0.941 -0.360
C -5.685 -0.751 -1.549
C -4.305 -0.767 -1.543
F -3.642 -0.623 -2.709
H 1.458 4.691 1.494
H 2.682 3.590 0.849
H 2.522 3.809 2.596
H 0.258 2.770 2.511
H 2.192 1.281 2.920
H 0.984 0.439 1.940
H 2.434 1.092 1.178
H -0.796 2.580 0.546
H -0.507 3.240 -2.231
H 0.154 1.656 -2.700
H 0.838 -3.299 0.587
H 3.100 -3.925 0.755
H 5.496 -3.512 0.361
H 2.159 -0.181 -1.100
H -3.734 -1.320 1.730
H -6.202 -1.310 1.741
H -7.446 -0.937 -0.358
H -6.204 -0.606 -2.483
```

LUMO energy = -0.72 eV
Energy relative to the best compared isomer or geometry (same formula, charge and spin) = 1.9 kcal/mol
SMILES = CC(C)NC(=O)CSC1=N/C(=C\c2ccc(Cl)c(Cl)c2)C(=O)N1c1ccccc1F
Molar mass = 466.4 g mol⁻¹
Total charge = 0
E_HOMO = -8.12 eV